(1)
C21H26Cl2N2OPReSi | ωB97M-V/def2-TZVPD

Its LUMO energy (spin up / spin down) is -11.4 / -11.1 eV. The spin multiplicity is 2. The total charge is +3. The calculation puts the energy relative to the best compared isomer or geometry (same formula, charge and spin) at 8.02 kcal per mole. The value obtained for the HOMO-LUMO gap (spin up / spin down) is 6.35 / 6.69 eV.

Structure (XYZ):
```
55
C21H26Cl2N2OPReSi, DFT ωB97M-V/def2-TZVPD
Re -0.61823 0.31227 -1.25395
N 1.34348 -1.44416 0.33870
P 1.26576 0.23430 0.18663
C 2.76370 0.91655 -0.45479
C 2.99815 1.03526 -1.82808
C 4.23089 1.46738 -2.28202
C 5.23638 1.76788 -1.36857
C 5.01399 1.63793 -0.00251
C 3.77979 1.21789 0.46322
C 0.85920 0.93391 1.76163
C 1.07136 2.30209 1.96869
C 0.71700 2.86877 3.18095
C 0.17398 2.07689 4.18647
C -0.02998 0.71506 3.98162
C 0.30058 0.14032 2.76741
C 0.77713 -2.25934 -0.61584
C 1.06975 -3.61879 -0.69260
C 0.44009 -4.38330 -1.64684
C -0.48054 -3.79324 -2.52350
C -0.72297 -2.45875 -2.40312
N -0.10054 -1.67813 -1.46840
H 2.02696 -1.86661 0.95608
H 2.23777 0.77003 -2.55136
H 4.41718 1.56260 -3.34313
H 6.20140 2.10368 -1.72466
H 5.80264 1.86992 0.70031
H 3.61139 1.13462 1.53096
H 1.52515 2.91906 1.20128
H 0.88491 3.92357 3.35082
H -0.08018 2.51943 5.14077
H -0.43434 0.10302 4.77699
H 0.14663 -0.92158 2.61668
H 1.78566 -4.05112 -0.00655
H 0.65766 -5.44146 -1.71954
H -0.99180 -4.37095 -3.27988
H -1.42909 -1.94993 -3.04761
Cl -0.29238 0.75007 -3.65323
C -0.84245 2.48796 -3.47247
Cl -1.05526 2.75948 -1.70987
H -1.78948 2.59964 -3.98996
H -0.03648 3.11623 -3.83676
C -3.50495 0.30295 2.26361
Si -3.51128 -0.50892 0.61674
C -3.44099 -2.34744 0.60721
C -4.58736 0.25703 -0.66496
O -1.79757 -0.06929 -0.01468
H -4.50853 0.16720 2.68486
H -3.32467 1.37780 2.22408
H -2.80545 -0.15455 2.96162
H -4.29460 -2.71923 1.18535
H -2.54688 -2.74967 1.08711
H -3.53508 -2.77800 -0.39145
H -5.62435 -0.03340 -0.45944
H -4.38306 -0.10125 -1.67734
H -4.57010 1.34829 -0.65669
```


(2)
C21H26Cl3IN6O2PbS | ωB97M-V/def2-TZVPD

Its LUMO energy is 0.3 eV. The spin multiplicity is 1. The value obtained for the HOMO-LUMO gap is 7.06 eV.

Structure (XYZ):
```
61
C21H26Cl3IN6O2PbS, DFT ωB97M-V/def2-TZVPD
Pb 0.20882 -0.43902 0.87171
C -2.33468 3.26458 2.44031
C -1.78268 2.18728 1.49261
N -0.70658 1.41698 2.06611
N 0.15232 2.12728 2.85591
C 1.34352 1.71138 3.23191
N 2.01572 2.47788 4.15701
S 2.08202 0.27638 2.69061
C -2.84388 1.17908 1.06141
C -4.21108 1.37328 1.21501
C -5.09328 0.41158 0.74611
C -4.59078 -0.71932 0.12721
C -3.21498 -0.83772 0.01841
N -2.37688 0.07598 0.48071
H -1.63608 4.09828 2.52621
H -2.51408 2.83308 3.42481
H -3.26178 3.68048 2.05931
H -0.23098 2.92978 3.35471
H 1.83452 3.47118 4.15381
H 2.98952 2.23558 4.24511
H -4.60798 2.24908 1.69741
H -6.15908 0.54838 0.86151
H -5.24068 -1.48852 -0.25759
H -2.75878 -1.70052 -0.44369
Cl -4.38908 -6.22752 1.13391
C -3.09098 -5.16602 0.70771
C -2.47468 -4.41482 1.69391
C -1.45198 -3.56372 1.33901
Cl -0.75298 -2.52632 2.55641
C -0.95658 -3.41992 0.01631
O 0.00102 -2.64992 -0.30519
C -1.65868 -4.20752 -0.93879
Cl -1.18778 -4.03742 -2.59109
C -2.69558 -5.05202 -0.61679
H -2.78778 -4.48372 2.72251
H -3.19368 -5.61832 -1.38649
C 1.70632 2.12998 -2.98069
N 2.72192 1.12598 -2.76889
C 3.83562 1.11238 -3.68849
C 4.46702 -0.27002 -3.68519
C 4.83312 -0.60932 -2.24949
N 3.65762 -0.52192 -1.41079
C 3.65252 -1.32442 -0.20709
C 2.69712 0.40938 -1.61089
O 1.78782 0.62558 -0.79599
H 1.40732 2.13378 -4.02859
H 2.07072 3.12548 -2.71189
H 0.84892 1.88648 -2.35759
H 4.57742 1.87448 -3.40489
H 3.45962 1.36008 -4.68489
H 5.34822 -0.29982 -4.32529
H 3.74022 -0.99702 -4.05049
H 5.61532 0.07238 -1.88379
H 5.22112 -1.62892 -2.19189
H 4.24802 -2.21882 -0.37949
H 2.63372 -1.62672 0.03151
H 4.06792 -0.77972 0.64431
I -2.61768 3.97518 -0.95729
C -1.20088 2.84238 0.22451
H -0.79838 2.07798 -0.43339
H -0.40388 3.53018 0.49881
```


(3)
C21H26CoN6S | ωB97M-V/def2-TZVPD

Its LUMO energy is -10.8 eV. The spin multiplicity is 1. The total charge is +3. The calculation puts the energy relative to the best compared isomer or geometry (same formula, charge and spin) at 0.00 kcal per mole. The value obtained for the HOMO-LUMO gap is 7.95 eV.

Structure (XYZ):
```
55
C21H26CoN6S, DFT ωB97M-V/def2-TZVPD
Co -0.25631 0.39099 -0.52955
C 0.01673 1.87593 1.82265
N -0.27255 0.46569 1.34918
C -1.63309 0.01035 1.78622
C -2.65243 0.48950 0.78969
C -3.99327 0.64781 1.06897
C -4.84973 1.00996 0.03536
C -4.33703 1.21247 -1.23735
C -2.98082 1.05039 -1.44290
N -2.16205 0.69145 -0.44684
C 0.81217 -0.46146 1.80477
C 1.98713 -0.28376 0.88095
C 3.30325 -0.52189 1.22184
C 4.28092 -0.36096 0.24667
C 3.91331 0.03919 -1.03108
C 2.57702 0.26974 -1.29986
N 1.63918 0.10286 -0.36008
C 0.00630 2.85050 0.68181
C 0.06370 4.22183 0.84115
C 0.09673 5.01986 -0.29350
C 0.06987 4.42841 -1.55092
C 0.00333 3.05373 -1.63413
N -0.02390 2.29078 -0.53206
H 0.99900 1.88017 2.29745
H -0.71189 2.15064 2.58499
H -1.83545 0.36274 2.79786
H -1.62821 -1.07992 1.79997
H -4.36573 0.49070 2.07261
H -5.90768 1.13490 0.22512
H -4.97426 1.49662 -2.06272
H -2.53406 1.20572 -2.41723
H 0.43445 -1.48317 1.73761
H 1.06070 -0.25836 2.84755
H 3.56351 -0.81675 2.23002
H 5.32193 -0.53505 0.48657
H 4.65011 0.18560 -1.80873
H 2.24208 0.59632 -2.27721
H 0.08402 4.65866 1.83094
H 0.14185 6.09685 -0.19842
H 0.09560 5.02190 -2.45382
H -0.02863 2.54250 -2.59009
C -1.38516 -4.13218 0.39560
N -0.04057 -3.94173 -0.16429
C 0.36205 -2.93485 -0.91500
S -0.77483 -1.64047 -1.28987
N 1.57102 -2.94353 -1.45364
C 2.52396 -4.04864 -1.33375
H -1.41508 -5.12266 0.83946
H -2.13927 -4.06646 -0.38447
H -1.59222 -3.39843 1.17182
H 0.58551 -4.73217 -0.08304
H 1.75510 -2.22542 -2.13536
H 2.69365 -4.29424 -0.28468
H 3.47049 -3.73434 -1.76245
H 2.16949 -4.92828 -1.87375
```


(4)
C21H26CuN2O13 | ωB97M-V/def2-TZVPD

Its LUMO energy (spin up / spin down) is 5.1 / 5.1 eV. The spin multiplicity is 3. The total charge is -3. The value obtained for the HOMO-LUMO gap (spin up / spin down) is 3.06 / 3.05 eV.

Structure (XYZ):
```
63
C21H26CuN2O13, DFT ωB97M-V/def2-TZVPD
Cu -22.28197 3.42932 19.21212
C -20.93233 5.61720 20.22962
O -20.50167 4.79239 19.48723
O -22.17696 5.54140 20.46963
O -20.69191 6.72829 19.82206
C -22.92093 7.25394 15.30153
C -22.98768 6.70389 16.60433
C -23.30579 5.14195 16.81750
O -23.47182 4.77655 18.01117
C -23.42304 4.36112 15.62388
C -23.33337 4.98321 14.38212
C -23.07741 6.48525 14.23979
O -23.23804 7.14407 13.11085
O -23.53760 4.09529 13.38841
O -22.76826 7.32046 17.68914
H -22.78343 8.31366 15.14509
H -23.75424 3.33581 15.69768
C -20.81737 1.29723 15.76826
C -20.69376 2.52367 16.51956
C -19.57734 3.60080 16.03354
O -19.41772 4.54839 16.78650
C -18.88150 3.27101 14.82485
C -19.08299 2.12845 14.13381
C -20.03883 1.02512 14.64732
O -20.31560 -0.07699 14.05966
O -18.40407 1.97372 13.08446
O -21.28387 2.68847 17.52723
H -21.45961 0.52822 16.17142
H -18.10535 3.95364 14.51178
C -25.83452 3.21043 20.23443
C -25.13307 1.82445 20.15894
C -26.08603 0.68129 19.65812
O -25.52578 -0.66129 19.54780
C -25.38608 -1.28262 20.80982
N -24.10532 2.00812 19.12942
H -25.20320 4.08971 20.36249
H -26.52204 3.24835 21.07940
H -26.26043 3.40699 19.25052
H -24.57065 1.54197 21.04888
H -26.48723 1.00807 18.69877
H -26.86712 0.65980 20.41807
H -26.32153 -1.78387 21.05839
H -24.94088 -0.60589 21.53916
H -24.77682 -2.18058 20.70711
H -24.60306 2.06432 18.25238
H -23.70134 1.08311 19.16486
C -20.62827 1.60986 23.08139
C -21.03278 1.80533 21.56846
C -21.38498 0.47478 20.99329
O -21.69466 0.59064 19.58923
C -21.80403 -0.70235 19.02078
N -22.14661 2.73501 21.59125
H -21.48129 1.17794 23.60478
H -20.11650 2.46384 23.52514
H -19.82880 0.88184 22.94377
H -20.17248 2.31039 21.12925
H -22.23969 0.02584 21.49929
H -20.61586 -0.28764 21.11671
H -21.30825 -0.70747 18.05007
H -22.88228 -0.78857 18.88642
H -21.37057 -1.50607 19.61597
H -22.91695 2.19367 21.95682
H -22.06713 3.48774 22.25996
```


Number 1: calculated total energy -71542.8837 eV. Number 2: calculated total energy -96986.5455 eV. Number 3: calculated total energy -79578.3111 eV. Number 4: calculated total energy -96423.8088 eV.